Below is C23H32GeNO5Pb as an isolated structure, with properties calculated with ωB97M-V with the def2-TZVPD basis set.

**Frontier orbital gap**: 8.54 eV

ORCA input file:
```
! wB97M-V def2-TZVPD RIJCOSX def2/J DEFGRID3
* xyz 1 1
Pb -0.46836 0.30965 0.40533
C -0.21693 -0.84648 3.87503
C -0.14878 -1.65033 2.60351
C -1.13276 -2.60255 2.31415
C -0.97631 -3.48614 1.26125
C 0.13834 -3.41506 0.42860
C 1.10607 -2.46086 0.67129
C 0.97415 -1.58014 1.75699
H -0.02956 -1.50685 4.72401
H -1.20144 -0.39900 4.02505
H 0.53906 -0.06448 3.89884
H -1.99975 -2.67618 2.96074
H -1.72544 -4.24652 1.08447
H 0.25531 -4.11456 -0.38989
H 1.98725 -2.40294 0.04856
H 1.79673 -0.91873 2.00641
O 3.14581 1.05205 0.78043
C 4.15468 1.05603 0.11544
C 4.23848 0.70302 -1.32323
C 5.41373 1.02513 -1.98700
C 5.53073 0.74181 -3.32997
C 4.52337 0.12783 -4.04162
C 3.34927 -0.21152 -3.38143
C 3.22250 0.08034 -2.04377
O 2.05401 -0.32656 -1.39032
N 6.78880 1.10376 -4.02820
O 7.66225 1.61711 -3.36279
O 6.85290 0.86878 -5.21445
H 5.11870 1.35816 0.56227
H 6.23664 1.49764 -1.46633
H 4.66001 -0.07715 -5.09364
H 2.53914 -0.70271 -3.90218
C -2.82171 -2.79834 -1.87932
Ge -3.70792 -1.44444 -0.80211
C -4.43208 -2.16361 0.85518
C -5.10683 -0.55723 -1.81390
C -2.48263 0.07385 -0.45272
H -3.55140 -3.50432 -2.27792
H -2.09962 -3.34996 -1.28136
H -2.29787 -2.33840 -2.71950
H -5.43042 -2.56083 0.66559
H -4.51635 -1.39339 1.62392
H -3.81564 -2.97512 1.23233
H -5.86496 -1.28209 -2.11659
H -4.69191 -0.09685 -2.71126
H -5.58787 0.21407 -1.21110
H -3.00584 0.80162 0.17598
H -2.26214 0.55989 -1.41068
O 1.28296 1.80137 -1.41041
C 1.19228 0.66799 -1.05278
C -1.79334 3.54228 0.58407
C -1.43834 2.86594 1.90612
C -1.20994 3.92146 2.99155
C -0.18098 2.01442 1.78070
H -2.73797 4.08175 0.66126
H -1.89006 2.83315 -0.24419
H -1.01652 4.26031 0.30732
H -2.27557 2.23570 2.22884
H -0.34144 4.53830 2.74522
H -1.03685 3.46212 3.96643
H -2.07686 4.57993 3.07588
H 0.17151 1.61110 2.72643
H 0.63772 2.54678 1.28948
*
```



Below is C23H32N11OSeV as an isolated structure, with properties calculated with ωB97M-V with the def2-TZVPD basis set.

**Expectation value of S²**: 3.76
**Frontier orbital gap (spin up / spin down)**: 7.62 / 8.22 eV

ORCA input file:
```
! wB97M-V def2-TZVPD RIJCOSX def2/J DEFGRID3
* xyz 1 4
V -0.00645 -0.63759 -0.07225
C 1.44198 2.31064 -0.96546
N 2.42716 1.46904 -1.59511
C 3.82070 1.86517 -1.68870
C 4.35652 0.84782 -2.68792
N 3.41788 -0.26018 -2.52778
C 3.73755 -1.54677 -3.11880
C 2.24666 0.18700 -2.00316
N 1.09808 -0.43461 -1.85718
C 0.79899 -1.60996 -2.68355
C -0.69732 -1.87544 -2.63597
N -1.09603 -2.04205 -1.23149
C -2.09790 -2.79568 -0.87393
N -3.07127 -3.38005 -1.63429
C -3.20458 -3.44972 -3.07772
C -3.82541 -4.35208 -0.85103
C -3.56286 -3.89857 0.57545
N -2.33320 -3.13803 0.43086
C -1.75569 -2.58779 1.63138
H 1.59104 2.36227 0.11691
H 0.44568 1.92869 -1.17703
H 1.51941 3.31988 -1.37254
H 4.31837 1.78607 -0.71585
H 3.90498 2.89220 -2.04023
H 5.36820 0.52047 -2.45653
H 4.33612 1.23076 -3.71315
H 4.81841 -1.66787 -3.06785
H 3.43575 -1.61312 -4.16632
H 3.29644 -2.35632 -2.54936
H 1.29983 -2.50770 -2.31270
H 1.08739 -1.44929 -3.72530
H -0.87905 -2.76980 -3.22772
H -1.23196 -1.03685 -3.09373
H -3.05486 -2.47893 -3.53844
H -4.22724 -3.75801 -3.28891
H -2.53280 -4.18289 -3.53084
H -3.45990 -5.36768 -1.03371
H -4.88043 -4.31082 -1.11638
H -3.42153 -4.73374 1.26079
H -4.36601 -3.26260 0.96330
H -1.19516 -3.34135 2.18676
H -2.54588 -2.18776 2.27164
H -1.09812 -1.74379 1.44291
O 1.30738 -0.01881 1.36508
N 2.22004 -0.15840 2.29139
C 3.01471 -1.17160 2.12967
C 2.84284 -2.03558 0.99545
N 2.59484 -2.64627 0.05446
C 4.05325 -1.41331 3.08653
N 4.88688 -1.62504 3.84672
C -3.39780 3.69887 1.09226
N -2.16105 3.20317 1.66893
C -1.50591 2.07982 1.31924
Se -2.04723 0.86477 0.00148
N -0.42468 1.96985 2.10428
C -0.36245 3.04590 2.98120
C 0.54682 3.38120 3.97274
C 0.29308 4.54720 4.67311
C -0.82586 5.34261 4.39554
C -1.73314 5.00117 3.40744
C -1.47270 3.83344 2.70627
H -3.66820 3.07538 0.24602
H -3.25573 4.72381 0.75337
H -4.19416 3.66814 1.83486
H 0.27347 1.22250 2.01225
H 1.40530 2.75883 4.18715
H 0.97377 4.85096 5.45632
H -0.98760 6.24439 4.96964
H -2.59940 5.61405 3.19953
*
```



Below is C23H32N4O as an isolated structure, with properties calculated with ωB97M-V with the def2-TZVPD basis set.

**Frontier orbital gap**: 8.35 eV

ORCA input file:
```
! wB97M-V def2-TZVPD RIJCOSX def2/J DEFGRID3
* xyz 0 1
C 4.56076 4.57317 0.48002
C 4.77452 3.16112 0.38622
C 4.06843 2.10631 0.90215
C 2.90718 2.42111 1.72124
H 2.41291 1.65651 1.73698
H 2.37300 3.16397 1.32809
H 3.28230 2.78219 2.93675
C 4.71393 0.76963 0.77656
N 3.71302 -0.10560 0.23854
C 3.38304 0.22761 -1.05056
C 2.22276 -0.74800 -1.60436
H 2.09541 -0.39717 -2.73258
H 1.29973 0.02484 -1.00731
C 2.33844 -2.15657 -1.33824
N 1.24036 -2.77165 -1.90362
C 0.00892 -2.86768 -1.26520
C -0.75327 -3.64780 -2.05257
C 0.30646 -4.26886 -2.91872
N 1.31905 -3.78703 -2.87774
H 0.20086 -5.12530 -3.68432
H -1.71688 -3.99728 -2.19824
N -0.41925 -2.17664 -0.27408
C -1.83712 -2.05850 0.03970
O -2.67820 -2.67536 -0.32541
C -2.02357 -1.03116 0.91255
C -3.53076 -0.46520 1.26886
H -3.60358 0.22653 2.30947
H -4.17328 -1.43561 1.13908
C -3.67827 0.50043 0.24909
C -5.22164 0.97670 0.29433
C -5.54703 2.08118 0.74282
C -6.82315 2.62837 0.82273
C -7.88738 1.71166 0.41532
C -7.49961 0.68486 -0.17700
C -6.16812 0.22742 -0.27507
H -5.99814 -0.96244 -0.82924
H -8.33677 -0.00600 -0.77318
H -8.88173 1.93909 0.72254
H -7.08598 3.44320 1.40941
H -4.63924 2.63400 1.27100
H -3.16523 1.38621 0.36996
H -3.44909 -0.16756 -0.62538
H -1.66933 -1.49942 2.15440
H -1.25622 -0.01857 1.19173
H 0.25283 -1.49343 0.00762
C 2.58927 -2.29143 0.13520
C 3.88414 -1.44118 0.59141
H 4.70546 -1.71173 -0.00538
H 4.16926 -1.75179 1.42583
H 2.05306 -2.19925 0.80803
H 2.93657 -3.44758 0.16361
H 3.15770 -2.41341 -2.04640
H 4.09082 -0.11824 -1.79681
H 3.21395 1.29822 -1.03301
H 4.77744 0.41636 2.05784
H 5.59742 0.49817 0.48661
H 5.85581 2.97544 -0.20159
H 4.54903 4.94133 -0.57276
H 5.41104 5.06085 0.81516
H 3.57797 4.72098 1.25792
*
```



Below is a 7-piece molecular cluster, C23H32O21 overall, with properties calculated with ωB97M-V with the def2-TZVPD basis set.

**Expectation value of S²**: 0.75
**Frontier orbital gap (spin up / spin down)**: 1.96 / 10.75 eV

ORCA input file:
```
! wB97M-V def2-TZVPD RIJCOSX def2/J DEFGRID3
* xyz -1 2
C -1.23534 -4.06634 -2.91147
C -1.46822 -5.51279 -2.55909
O -2.11919 -5.34655 -1.33406
C -2.64290 -4.01201 -1.25713
O -3.35308 -3.64846 -0.36812
O -2.31696 -3.40688 -2.32565
H -1.26316 -3.90707 -3.98941
H -0.23818 -3.79999 -2.56097
H -0.49003 -5.97901 -2.44123
H -2.04046 -5.97804 -3.36169
C 3.53190 4.07825 0.64536
C 4.57851 3.53301 -0.31918
O 4.17084 2.20161 -0.36179
C 3.34262 1.87632 0.67937
O 2.98089 0.73072 0.96169
O 2.88750 2.99694 1.33295
H 2.67700 4.49849 0.11560
H 4.16023 4.56241 1.39295
H 5.53672 3.43625 0.19128
H 4.39901 3.84685 -1.34746
C -4.70356 -0.90731 -3.54291
C -3.53183 0.03946 -3.43957
O -3.80993 0.98325 -4.51490
C -5.16615 1.04987 -4.58969
O -5.97820 1.84763 -5.13902
O -5.73369 -0.13452 -4.08837
H -4.89697 -1.07569 -2.48351
H -4.58358 -1.88088 -4.01815
H -2.72645 -0.62717 -3.74794
H -3.50323 0.32527 -2.38810
C -1.91352 2.69008 0.32217
C -0.85584 2.31554 1.34440
O -0.30053 3.56591 1.64551
C -0.30736 4.29678 0.48537
O 0.42893 5.23879 0.17685
O -1.24430 3.83109 -0.25508
H -2.91720 2.87363 0.70562
H -1.85227 1.92670 -0.45346
H -0.00259 1.67976 1.10807
H -1.47594 1.91504 2.14638
C 2.66006 -0.14578 -2.12013
C 3.24697 0.52851 -3.31839
O 2.72902 1.81926 -3.10144
C 1.62340 1.75058 -2.29740
O 0.98525 2.77165 -1.99058
O 1.47183 0.49463 -1.94718
H 3.37421 -0.06205 -1.30094
H 2.52123 -1.20447 -2.33922
H 2.93840 0.00482 -4.22317
H 4.32873 0.41606 -3.24591
C -0.25877 -3.98776 1.86222
C 0.28912 -2.65042 1.39909
C 1.15391 -2.64108 0.11933
O 0.38508 -1.86995 -0.73508
C -0.74485 -1.43884 -0.16661
O -1.57288 -0.72638 -0.79609
O -0.89155 -1.96681 1.06105
H -0.77280 -4.61745 1.13602
H -0.94444 -3.78046 2.68380
H 0.48953 -4.65650 2.28757
H 0.81467 -2.09065 2.17276
H 1.22465 -3.63046 -0.33258
H 2.01741 -1.98022 0.19509
C 1.55525 0.84814 3.71397
C 0.96164 0.88374 5.16180
C 0.28931 2.19315 5.64169
O -0.84713 1.57828 6.27822
C -0.94297 0.22223 6.00280
O -1.70378 -0.57035 6.52011
O -0.05651 -0.12478 5.06827
H 2.47809 1.42819 3.71421
H 0.90417 1.26952 2.94805
H 1.83473 -0.15085 3.37926
H 1.57913 0.54684 5.99444
H -0.08431 2.75545 4.78594
H 0.94072 2.72726 6.33343
*
```



Below is C23H32O2S4Se2Y as an isolated structure, with properties calculated with ωB97M-V with the def2-TZVPD basis set.

**Frontier orbital gap**: 7.78 eV

ORCA input file:
```
! wB97M-V def2-TZVPD RIJCOSX def2/J DEFGRID3
* xyz 1 1
Y -0.10139 -0.00872 -0.07496
C -2.35441 -2.41858 -1.13307
C -1.10949 -2.43548 -1.75335
C -0.13290 -3.34915 -1.36337
C -0.41303 -4.25485 -0.35480
C -1.65807 -4.24776 0.26129
C -2.62632 -3.33318 -0.12116
H -3.12057 -1.72388 -1.46025
H -0.91751 -1.77823 -2.58979
H 0.83513 -3.34437 -1.84698
H 0.33820 -4.96919 -0.04575
H -1.87452 -4.96155 1.04534
H -3.59393 -3.33350 0.36196
C -3.61308 2.40823 -0.16728
Se -1.83744 2.59124 0.62171
C -2.36312 2.19558 2.45614
C -3.19754 0.94044 2.58953
Se -2.32602 -0.69414 1.97335
C -1.24649 -0.97456 3.56721
H -4.31945 2.97587 0.43360
H -3.90847 1.36391 -0.22573
H -3.57936 2.83000 -1.16787
H -2.91704 3.06130 2.81967
H -1.41881 2.12253 2.99338
H -4.13690 1.01489 2.04525
H -3.43961 0.76593 3.63810
H -1.92112 -1.07625 4.41326
H -0.56076 -0.13984 3.68843
H -0.68377 -1.88821 3.40885
C 0.50688 0.05946 -4.31467
C -0.98735 0.33085 -4.12210
S -1.49831 1.14144 -2.58359
C -0.86546 2.82860 -2.81513
C 0.64294 3.00908 -2.71205
S 1.27506 2.41020 -1.11766
C 2.84782 1.64923 -1.58424
C 2.81236 0.66064 -2.75070
S 1.38828 -0.47987 -2.81362
H 1.01200 0.93671 -4.70902
H 0.62259 -0.73317 -5.05331
H -1.55997 -0.59570 -4.13517
H -1.36175 0.94201 -4.94393
H -1.36672 3.42302 -2.05078
H -1.22774 3.16866 -3.78600
H 0.86988 4.07353 -2.77748
H 1.16245 2.50654 -3.52032
H 3.15743 1.14997 -0.66711
H 3.56416 2.44047 -1.80556
H 3.69916 0.03176 -2.68928
H 2.85002 1.16801 -3.71287
O 1.99415 -0.87243 -0.07631
C 1.70194 -1.29309 1.09224
O 0.54722 -1.77310 1.29227
C 2.54893 -0.91611 2.25109
C 3.51268 -1.71250 2.84658
C 4.21399 -1.23146 3.94116
C 3.94008 0.04071 4.42767
C 2.97324 0.83475 3.82976
C 2.25947 0.36715 2.72793
S 1.03332 1.39789 1.96013
H 3.71200 -2.70298 2.45680
H 4.96942 -1.84514 4.41242
H 4.48562 0.41973 5.28201
H 2.76205 1.82668 4.20812
*
```



Below is C23H33AsMnN2O8S3 as an isolated structure, with properties calculated with ωB97M-V with the def2-TZVPD basis set.

**Expectation value of S²**: 6.05
**Frontier orbital gap (spin up / spin down)**: 5.56 / 6.14 eV

ORCA input file:
```
! wB97M-V def2-TZVPD RIJCOSX def2/J DEFGRID3
* xyz 1 5
Mn -0.19016 -0.52918 0.15091
O -2.55931 -3.87281 -0.35499
As -1.66184 -2.51721 -1.09131
O -2.54234 -2.18720 -2.38024
O -1.69392 -1.41383 0.26828
C 0.14990 -3.29106 -1.03852
C 0.14561 -4.58813 -0.47134
C 1.08924 -5.22467 0.25291
C 3.17290 -4.03005 -0.47111
C 2.61083 -2.77272 -0.98933
C 1.30025 -2.52375 -1.25482
S 1.11626 -0.81816 -1.78621
O 1.90864 -0.50023 -2.91290
O -0.32845 -0.53250 -1.80037
O 1.54054 -0.12114 -0.50790
H -3.49202 -3.68377 -0.51641
H -0.77995 -5.13718 -0.61486
H 0.94790 -6.23261 0.60592
H 4.18786 -3.84639 -0.09990
H 3.30904 -1.98535 -1.22366
C -0.03921 -0.55022 5.45087
C 0.57477 0.84092 5.52976
C 0.46548 1.60412 4.21494
S 1.25955 0.66112 2.83865
O 0.04182 0.20747 2.02637
C 1.93333 2.04831 1.83131
C 3.44506 2.16559 1.97859
C 4.16771 0.95120 1.40847
H 0.06133 -1.05523 6.40760
H 0.45053 -1.15145 4.68675
H -1.09562 -0.48431 5.20420
H 1.62576 0.76744 5.81143
H 0.06341 1.41987 6.30135
H 0.95152 2.57333 4.30530
H -0.57140 1.72301 3.90530
H 1.43228 2.97511 2.10289
H 1.66883 1.77124 0.80421
H 3.70947 2.28711 3.02991
H 3.76616 3.06418 1.44965
H 3.89871 0.05202 1.96304
H 5.24449 1.08982 1.46859
H 3.89531 0.80505 0.36542
C 1.79898 -6.06870 4.28209
C 3.19972 -5.52978 4.54230
C 3.84917 -4.97555 3.26866
N 3.11524 -3.81793 2.78886
C 2.18152 -3.71234 1.82546
S 0.96797 -2.59928 1.95914
N 2.34613 -4.62820 0.69068
C 3.25071 -5.14167 -1.57094
O 3.04634 -4.86959 -2.71834
C 3.57498 -6.50297 -1.10227
C 3.05976 -7.56317 -1.85070
C 3.28595 -8.86988 -1.46061
C 4.03014 -9.13374 -0.32074
C 4.58263 -8.08710 0.40436
C 4.36891 -6.77611 0.01573
H 1.32882 -6.33114 5.22476
H 1.82642 -6.96381 3.66331
H 1.17980 -5.32301 3.78632
H 3.83113 -6.32955 4.92969
H 3.15794 -4.74627 5.30181
H 3.88343 -5.75991 2.51144
H 4.87147 -4.65003 3.48025
H 2.95064 -3.13826 3.52309
H 2.92686 -5.41506 1.01446
H 2.48238 -7.33546 -2.73299
H 2.88232 -9.67599 -2.05233
H 4.19904 -10.15248 -0.01051
H 5.19531 -8.28823 1.26987
H 4.89600 -5.98224 0.53007
*
```



Below is C23H33BN8OSTi as an isolated structure, with properties calculated with ωB97M-V with the def2-TZVPD basis set.

**Frontier orbital gap**: 6.53 eV

ORCA input file:
```
! wB97M-V def2-TZVPD RIJCOSX def2/J DEFGRID3
* xyz 2 1
Ti 0.21292 0.27190 0.02480
C -1.48142 -1.72897 2.44942
C -0.87986 -0.41765 2.81804
C -0.93969 0.23814 4.04308
C -0.09593 1.33755 3.92808
C 0.16790 2.37842 4.94821
N 0.43659 1.32367 2.69103
N -0.07239 0.27100 1.98772
B 1.71007 2.06358 2.19250
N 1.28811 2.81815 0.92200
N 0.47791 2.23740 -0.01155
C 0.16255 3.18630 -0.91563
C -0.71366 2.92627 -2.08927
C 0.76918 4.37925 -0.55375
C 1.46554 4.11826 0.62381
C 2.22764 5.06672 1.46389
N 2.76831 0.97889 1.83721
N 1.73228 -0.80448 0.22944
C 2.64496 -1.93927 0.15205
C 2.83238 -2.34701 -1.31297
C 3.88129 -1.02127 2.22346
C 3.31548 0.06058 2.76157
C 3.27013 0.36532 4.21533
H -1.41680 -2.40809 3.29799
H -0.94404 -2.16918 1.60214
H -2.54023 -1.62507 2.20752
H -1.50839 -0.04298 4.90682
H -0.37307 2.13751 5.85772
H -0.17131 3.35221 4.59829
H 1.22721 2.45793 5.17938
H 2.11176 2.80111 3.01015
H -0.32249 2.09284 -2.67691
H -0.75394 3.80831 -2.72594
H -1.73139 2.70415 -1.75955
H 0.70835 5.31410 -1.06990
H 2.24043 6.04411 0.98999
H 3.25280 4.73150 1.61123
H 1.76276 5.15978 2.44556
H 1.89379 -2.77065 -1.67466
H 3.60756 -3.10032 -1.40977
H 3.10033 -1.47254 -1.90719
H 4.42603 -1.76019 2.78295
H 3.90984 -0.32508 4.75735
H 2.25582 0.26338 4.59673
H 3.61515 1.37934 4.40101
N -0.32943 -1.12381 -3.74731
C -0.50494 -0.52509 -2.58172
O 0.46204 -0.05172 -1.93401
C -1.88453 -0.38152 -2.00684
C -1.74113 -0.29236 -0.47554
H 0.59490 -1.21628 -4.14915
H -1.10201 -1.48969 -4.28504
H -2.52693 -1.21170 -2.31557
H -2.32373 0.53171 -2.42626
H -1.98563 -1.28711 -0.08083
H -2.47540 0.41695 -0.06272
S 2.90020 0.39928 0.30565
C 3.87179 -1.14107 0.73606
N 2.32097 -3.07936 0.93697
C 3.34146 -3.96098 1.23330
C 4.64598 -3.92285 0.87668
C 5.45362 -2.88959 0.27482
C 5.15822 -1.57969 0.17482
H 1.57505 -2.99007 1.61492
H 2.98706 -4.82094 1.78245
H 5.20008 -4.82240 1.11150
H 6.43382 -3.20905 -0.05108
H 5.82447 -0.85539 -0.26189
*
```



Values of strongest force on any atom, in order: 0.27, 0.93, 18.51, 5.49, 0.42, 4.10, 1.45, all in eV Å⁻¹.
Values of ΔE to the lowest compared entry with this formula, charge and spin, in order: 287.4, 14.3, 2060.0, 11.5, 0.0, 98.5, 472.2, all in kJ/mol.